No. 1
Entry from the OMol25 dataset: a structure of composition C15H12N2NiO5S2 (wB97M-V/def2-TZVPD).

```
37
C15H12N2NiO5S2 wB97M-V/def2-TZVPD
Ni -1.6132 -1.9179 -0.5019
O -0.9628 1.2833 2.4978
C -1.1328 0.3834 1.5262
O -0.9055 -0.7938 1.6551
C -1.6916 0.9738 0.2705
C -1.9139 2.3154 0.0630
C -2.4228 2.7016 -1.1781
C -2.6845 1.7480 -2.1419
C -2.4321 0.4140 -1.8461
N -1.9518 0.0659 -0.6667
C -2.6473 -0.7389 -2.8209
O -3.0785 -0.4542 -3.9253
O -2.3260 -1.8834 -2.3386
H -0.6227 0.8008 3.2684
H -1.6991 3.0330 0.8421
H -2.6128 3.7485 -1.3790
H -3.0784 1.9905 -3.1187
S -1.6920 -4.0775 0.3613
C -2.9804 -3.0738 0.7758
N -3.7716 -2.2351 0.9533
C 2.8912 -2.2772 -1.2849
S 1.5682 -2.0826 -0.1217
O 0.3874 -1.7221 -0.9973
C 2.1144 -0.5678 0.6292
C 1.8793 0.6325 -0.0293
C 2.2639 1.8154 0.5807
C 2.8747 1.7890 1.8321
C 3.0950 0.5823 2.4813
C 2.6999 -0.6109 1.8834
H 2.9275 -1.3871 -1.9129
H 2.6680 -3.1634 -1.8780
H 3.8199 -2.4099 -0.7279
H 1.3756 0.6331 -0.9904
H 2.0840 2.7606 0.0833
H 3.1747 2.7167 2.3040
H 3.5611 0.5668 3.4590
H 2.8349 -1.5594 2.3932
```

Summary:
Kohn-Sham gap (alpha / beta) = 7.84 / 7.83 eV
Energy above the lowest of the compared OMol25 structures with the same formula, charge and spin = 3.3 kcal per mole
E_HOMO (alpha / beta) = -8.486 / -8.454 eV
Multiplicity = 3
Electronic energy = -3369.2642 hartree

***

No. 2
Entry from the OMol25 dataset: an isolated molecule of C15H12N2O (wB97M-V/def2-TZVPD).

```
30
C15H12N2O wB97M-V/def2-TZVPD
O -1.4194 -1.7693 0.8426
C -1.4177 -0.9460 -0.0504
N -0.3788 -0.1170 -0.3525
C 0.8586 0.0306 0.2918
C 1.2718 -0.8578 1.2979
C 2.4793 -0.6939 1.9375
C 3.2834 0.3727 1.5590
N 4.5032 0.7804 2.0176
C 4.8884 1.8946 1.3255
C 3.9359 2.2264 0.4116
C 2.8891 1.2700 0.5368
C 1.6628 1.0889 -0.0985
C -2.6161 -0.7195 -0.9166
C -3.8703 -0.8297 -0.3243
C -5.0147 -0.5971 -1.0632
C -4.9166 -0.2715 -2.4061
C -3.6729 -0.2009 -3.0122
C -2.5243 -0.4211 -2.2726
H -0.5466 0.5636 -1.0811
H 0.6188 -1.6682 1.5722
H 2.7872 -1.3797 2.7123
H 5.0274 0.3363 2.7515
H 5.8250 2.3737 1.5394
H 3.9654 3.0526 -0.2706
H 1.3445 1.7682 -0.8775
H -3.9259 -1.0942 0.7209
H -5.9837 -0.6723 -0.5925
H -5.8091 -0.0828 -2.9843
H -3.5977 0.0263 -4.0658
H -1.5609 -0.3919 -2.7632
```

Summary:
Kohn-Sham gap = 8.62 eV
Energy above the lowest of the compared OMol25 structures with the same formula, charge and spin = 12.2 kcal per mole
E_HOMO = -7.828 eV
Multiplicity = 1
Electronic energy = -763.5885 hartree

***

No. 3
Entry from the OMol25 dataset: a structure of composition C15H12N2O2PdS5Sb2Se5 in a non-equilibrium geometry (wB97M-V/def2-TZVPD).

```
44
C15H12N2O2PdS5Sb2Se5 wB97M-V/def2-TZVPD
Pd 1.4526 -2.5006 -0.1933
O 0.9028 2.3500 1.3238
C 1.0291 1.1147 1.4841
O 0.9771 0.2873 0.5228
C 1.0258 0.5134 2.8494
C 0.5959 1.3299 3.8961
C 0.4585 0.8473 5.1826
C 0.7526 -0.4906 5.4305
C 1.1846 -1.3113 4.4060
C 1.3497 -0.8317 3.0917
S 2.1362 -2.0031 2.0464
H 0.3704 2.3603 3.6527
H 0.1164 1.4984 5.9789
H 0.6324 -0.9067 6.4248
H 1.3910 -2.3557 4.5958
S 1.0694 -0.7539 -2.4673
Sb 2.2327 0.9348 -1.3628
S 2.1496 -4.0874 -1.9757
S -0.9705 -2.6544 -0.2038
S 4.3105 0.1406 -0.8718
C -2.4779 -0.8174 -2.7734
N -2.0304 0.3961 -2.1174
C -1.5416 0.4737 -0.8677
Se -1.8460 -0.7853 0.5453
N -1.0722 1.7078 -0.6621
C -1.1622 2.4247 -1.8359
C -0.7260 3.6986 -2.1704
C -0.9421 4.1059 -3.4741
C -1.5595 3.2680 -4.4112
C -1.9768 1.9915 -4.0795
C -1.7688 1.5865 -2.7678
H -2.1460 -1.6787 -2.2009
H -1.9969 -0.8689 -3.7489
H -3.5644 -0.8185 -2.8734
H -0.4542 1.9808 0.1326
H -0.2140 4.3171 -1.4464
H -0.6071 5.0869 -3.7857
H -1.6934 3.6226 -5.4253
H -2.4301 1.3332 -4.8079
Se 3.2494 -5.1914 1.2163
Sb 0.6689 -4.7512 1.1758
Se -0.0543 -4.7542 3.4478
Se -0.4184 -6.2304 -0.3413
Se 3.5971 -3.5785 -0.5394
```

Summary:
Kohn-Sham gap = 4.98 eV
Energy above the lowest of the compared OMol25 structures with the same formula, charge and spin = 7.5 kcal per mole
E_HOMO = -1.581 eV
Charge = -2
Multiplicity = 1
Electronic energy = -15445.5195 hartree